# C21H26ClO9PS2W

A structure of composition C21H26ClO9PS2W (ωB97M-V with the def2-TZVPD basis set, OMol25).

```
61
Properties=species:S:1:pos:R:3:forces:R:3
W -0.4639 1.1831 0.0757 0.572 0.101 0.575
O -2.8913 4.0811 0.8915 0.010 -0.078 0.050
C -2.7627 3.2311 0.1138 -0.061 0.178 -0.072
O -2.0102 1.9869 0.5559 -0.321 0.137 -0.314
C -3.2708 3.0607 -1.2940 0.026 -0.030 0.013
C -4.0786 1.7356 -1.4421 0.025 -0.046 0.010
C -5.0331 1.8717 -2.6223 0.000 0.031 -0.023
C -4.0399 1.8334 -3.8093 -0.019 0.033 -0.009
C -2.7117 1.5762 -3.0980 -0.009 -0.039 0.032
O -3.0773 0.8258 -1.9195 0.034 0.059 -0.056
C -2.1894 2.8686 -2.4393 -0.008 -0.032 0.040
C -0.8620 2.6271 -1.7866 -0.055 -0.007 -0.123
O -0.3776 3.3408 -0.9097 0.147 -0.039 -0.038
O -0.3210 1.3899 -1.8507 -0.381 -0.070 -0.075
H -3.8822 3.9412 -1.4784 0.014 0.012 -0.004
H -4.5123 1.3641 -0.5172 0.001 0.003 -0.001
H -5.6287 2.7813 -2.5757 -0.001 0.000 -0.007
H -5.7118 1.0226 -2.6455 0.002 -0.001 0.008
H -4.0185 2.7583 -4.3842 -0.008 -0.001 -0.006
H -4.2656 1.0208 -4.4945 0.002 -0.003 0.003
H -1.9674 1.0334 -3.6709 0.006 -0.008 0.010
H -2.1354 3.7448 -3.0848 -0.007 0.008 0.006
C 3.0875 -2.4138 -0.3824 0.033 0.006 -0.013
C 1.6946 -2.9625 -0.5332 0.018 0.013 0.050
C 0.8845 -2.4056 -1.6733 -0.005 0.007 -0.040
O 0.9462 -2.7670 0.7678 -0.100 -0.027 -0.064
P 0.3654 -1.7549 1.7401 0.012 -0.034 -0.017
S 1.6857 -0.4108 2.5657 0.048 0.060 0.057
S -1.3255 -0.7868 0.8976 -0.055 -0.208 -0.024
O -0.1674 -2.4718 2.9809 0.026 0.036 -0.001
C -0.7502 -3.8626 3.1869 -0.005 0.008 -0.007
C -1.8186 -4.1208 2.1564 -0.001 0.003 -0.002
C 0.3801 -4.8559 3.2119 0.000 -0.010 -0.002
H 3.6623 -2.7117 -1.2603 0.006 0.002 0.001
H 3.5827 -2.8260 0.4954 0.000 -0.005 -0.001
H 3.0901 -1.3260 -0.3282 0.000 -0.040 -0.007
H 1.7106 -4.0494 -0.5740 0.000 0.003 0.005
H 0.8992 -1.3166 -1.6864 0.011 -0.050 -0.016
H -0.1428 -2.7677 -1.6490 -0.001 -0.010 0.000
H 1.3362 -2.7551 -2.6025 -0.004 0.004 -0.004
H -1.1838 -3.7369 4.1756 0.002 -0.003 0.000
H -1.3990 -4.1975 1.1514 0.005 -0.005 0.000
H -2.5945 -3.3559 2.1813 -0.002 -0.001 0.003
H -2.2922 -5.0754 2.3872 0.000 0.000 -0.005
H 0.8258 -4.9841 2.2261 -0.004 -0.001 -0.002
H -0.0212 -5.8188 3.5297 0.005 -0.001 0.001
H 1.1472 -4.5621 3.9265 0.000 0.000 0.002
Cl 6.9292 3.7091 1.1216 -0.012 -0.006 -0.001
C 5.4196 2.8912 1.1436 0.017 0.019 0.018
C 4.6722 2.8684 2.3179 -0.001 -0.005 -0.011
C 3.4609 2.2069 2.3357 -0.005 0.010 -0.032
C 3.0034 1.5709 1.1821 -0.041 0.104 0.037
C 3.7478 1.6026 0.0104 0.030 -0.024 0.002
C 4.9638 2.2658 -0.0082 -0.010 -0.013 -0.013
C 1.6999 0.8613 1.2258 -0.013 -0.138 -0.055
O 0.5740 1.7778 1.4796 0.033 -0.145 0.162
O 1.2732 0.2816 0.0320 0.044 0.230 -0.033
H 5.0430 3.3685 3.2013 0.002 0.002 -0.001
H 2.8709 2.2020 3.2455 -0.002 -0.002 -0.001
H 3.3901 1.1108 -0.8844 0.000 0.010 -0.005
H 5.5606 2.3000 -0.9086 -0.001 0.000 -0.001
```
Positions in Å, forces in eV/Å.

The calculation puts the lowest unoccupied orbital energy at -8.564 eV. As for the net charge: +2. The value obtained for the HOMO-LUMO gap is 5.5252 eV.